Molecular formula: C4H10BeF12N2O13S4
Method: DFT, the ωB97M-V functional and the def2-TZVPD basis

XYZ file:
```
46
Properties=species:S:1:pos:R:3:forces:R:3
Be 34.464 -36.283 -16.514 0.3 0.1 -0.5
C 36.960 -37.557 -19.951 -0.8 0.4 0.8
F 37.640 -36.951 -18.971 0.2 0.1 -0.1
F 37.560 -37.378 -21.106 0.1 0.0 -0.1
F 36.891 -38.845 -19.647 -0.1 -0.1 -0.2
S 35.243 -36.774 -20.016 0.4 0.5 0.4
O 35.435 -35.359 -19.959 0.5 0.2 0.4
O 34.622 -37.277 -21.188 -0.2 -0.5 -0.1
N 34.529 -37.257 -18.571 1.0 1.8 -0.9
S 33.447 -38.371 -18.858 -1.2 -2.6 1.4
O 33.798 -39.363 -19.818 0.0 0.4 -0.6
O 33.100 -38.934 -17.572 -0.5 1.1 0.0
C 31.915 -37.423 -19.526 0.7 -0.6 -0.4
F 32.162 -36.162 -19.886 0.2 0.1 0.5
F 31.501 -38.034 -20.624 -0.3 -0.3 0.3
F 30.997 -37.447 -18.576 -0.3 0.1 -0.2
C 35.476 -32.608 -14.310 -0.9 -0.3 0.5
F 34.827 -31.634 -13.679 0.3 -0.1 0.1
F 35.442 -32.348 -15.610 0.4 -0.2 0.0
F 36.717 -32.706 -13.867 0.0 0.1 -0.2
S 34.504 -34.203 -13.993 0.3 -0.6 -1.6
O 34.077 -34.241 -12.641 0.2 0.0 0.1
O 33.537 -34.204 -15.059 -0.1 0.3 -0.1
N 35.534 -35.435 -14.511 -1.5 0.8 0.7
S 36.308 -36.119 -13.259 1.2 -0.7 0.3
O 36.642 -35.191 -12.227 0.0 0.3 -0.3
O 35.747 -37.375 -12.873 -0.1 -0.2 -0.5
C 37.969 -36.524 -14.057 0.3 0.3 1.2
F 37.897 -37.583 -14.843 0.1 0.1 -0.3
F 38.535 -35.490 -14.679 -0.6 0.1 -0.6
F 38.790 -36.791 -13.038 -0.2 -0.5 0.1
O 33.090 -37.763 -14.983 0.5 0.2 -0.5
H 32.801 -37.748 -14.064 0.3 0.3 0.1
H 33.409 -38.659 -15.133 -0.2 -0.1 -0.2
O 31.932 -35.678 -16.394 0.0 -0.3 -0.4
H 31.119 -36.139 -16.167 0.1 -0.3 0.0
H 31.745 -34.743 -16.271 0.3 0.1 0.2
O 33.764 -34.368 -18.084 0.2 -0.3 0.5
H 33.990 -34.869 -18.879 0.3 0.3 -0.1
H 32.913 -33.968 -18.287 -0.1 -0.1 0.2
O 35.825 -38.317 -16.469 -0.5 0.3 0.5
H 35.504 -39.058 -15.945 0.0 0.0 0.0
H 36.652 -38.621 -16.856 0.1 0.3 -0.1
O 36.504 -35.029 -16.866 -0.6 -0.5 0.0
H 36.420 -34.779 -15.935 0.3 0.0 0.0
H 37.270 -34.568 -17.218 -0.1 -0.1 -0.4
```
Forces are in eV/Å.

The molar mass is 659.38 u. Its total charge is 0. Its energy is -4051.87151 a.u. The value obtained for the HOMO-LUMO gap is 0.3685 Ha.

These are the Löwdin partial charges, in e, on atoms 1 to 6:
1. Be 0.879
2. C -0.665
3. F 0.131
4. F 0.182
5. F 0.157
6. S 0.650